{
  "formula": "C2BrI3O",
  "method": "ωB97M-V with the def2-TZVPD basis set",
  "elements": ["C", "C", "O", "Br", "I", "I", "I"],
  "xyz": [[1.61682, -0.32381, 0.02954], [-1.28882, -0.00934, 0.02976], [2.18450, -1.32476, -0.23925], [2.25740, 1.48947, 0.07382], [-1.13786, 1.76581, 1.08627], [-1.65041, 0.18012, -1.99980], [-1.98163, -1.77749, 1.01966]],
  "lowdin_charge": [-0.663, -1.975, 0.013, 0.579, 0.696, 0.699, 0.652],
  "lumo_energy_ev": [-1.36, -1.52],
  "total_energy_ev": -98462.166,
  "relative_energy_kcal_mol": 66.5,
  "total_charge": 0,
  "max_force_ev_per_a": 3.16,
  "homo_energy_ev": [-9.026, -8.233],
  "multiplicity": 1
}